Formula: C42H42BrFMnN4O4P
Source: OMol25
Level of theory: ωB97M-V/def2-TZVPD

Each line ends with the Löwdin charge.
Geometry (Å):
Br  2.0406  -4.1719  1.5556  0.877
Mn  0.6146  -0.8360  1.4979  0.474
P  1.4566  1.1070  2.5683  1.109
F  -4.5977  -0.1287  -2.4581  0.073
O  3.0310  -3.7135  6.6006  0.099
O  3.4085  -2.2012  -1.1323  0.048
O  -0.4888  -1.3112  -0.0217  -0.060
O  2.1332  -1.2865  0.4567  -0.197
N  1.0972  -2.2215  3.2650  0.006
N  0.4840  -1.5754  -3.9664  -0.027
N  -6.3818  -0.1675  -6.8101  0.062
N  -4.1252  -0.6759  -5.1973  -0.099
C  -4.3006  0.6412  -5.7910  -0.136
C  -5.0670  0.4947  -7.0987  -0.087
C  -0.8167  -1.2710  -3.6148  -0.112
C  -0.1354  -1.3549  -1.2254  -0.267
C  2.5658  -3.8096  4.3016  -0.035
C  2.0816  1.2492  5.3202  -0.096
C  2.3762  -3.2134  5.5425  -0.303
C  -2.4110  2.9687  4.1736  -0.087
C  3.1725  3.3299  2.3625  -0.090
C  3.7023  4.4546  1.7496  -0.077
C  -1.8275  -1.1142  -4.5627  0.070
C  -2.4231  -0.7523  -1.8691  0.112
C  -5.4105  -1.2877  -4.8822  -0.145
C  4.3302  -0.0369  2.5259  -0.035
C  4.6041  0.1745  5.0082  -0.042
C  2.3916  3.9862  -0.2001  -0.050
C  0.8650  -1.8027  -5.3612  -0.183
C  -0.0593  3.1998  3.7738  -0.090
C  2.8946  1.0737  6.4289  -0.092
C  0.5207  -3.2145  -5.8288  -0.056
C  -1.2095  1.1600  3.0969  -0.311
C  1.5002  -2.1334  5.6262  0.015
C  -1.1289  -1.1266  -2.2457  -0.030
C  2.3553  -1.7446  -0.7171  -0.637
C  2.5300  0.9154  4.0417  -0.320
C  -1.2438  3.7210  4.2596  -0.090
C  2.2505  2.5202  1.7018  -0.277
C  4.1633  0.5384  6.2710  -0.082
C  1.8938  -3.2858  3.2185  -0.688
C  1.4277  -1.7256  -3.0064  0.060
C  3.3068  4.7862  0.4656  -0.079
C  -3.1181  -0.7697  -4.1848  -0.164
C  0.9040  -1.6789  4.4742  -0.124
C  -6.1725  -1.5136  -6.1793  -0.084
C  0.8704  2.0092  -0.3695  -0.046
C  -0.0418  1.9210  3.2127  -0.316
C  1.8519  2.8524  0.3974  -0.255
C  1.1889  -1.6152  -1.6718  -0.018
C  -3.3726  -0.5566  -2.8314  -0.196
C  3.8081  0.3536  3.8799  -0.273
C  -1.1621  -0.1893  2.4262  -0.230
C  -2.3961  1.7113  3.5949  -0.050
H  -1.9493  -0.1973  1.6575  0.035
H  -0.0513  1.8504  0.1976  0.080
H  -4.5180  -0.1514  -7.7807  0.141
H  3.7082  5.6662  -0.0209  0.103
H  2.0842  4.2441  -1.2072  0.106
H  0.9949  -3.9446  -5.1729  0.087
H  -3.3155  1.1422  3.5178  0.108
H  0.3826  -1.0532  -5.9888  0.114
H  -3.3260  1.0781  -6.0008  0.144
H  4.4216  5.0700  2.2748  0.105
H  -1.2642  4.7094  4.7016  0.101
H  -6.0301  -0.6644  -4.2208  0.129
H  -6.8862  0.4122  -6.1343  0.183
H  -0.5556  -3.3876  -5.8073  0.068
H  0.8796  -3.3742  -6.8447  0.082
H  -1.6518  -1.2614  -5.6190  0.117
H  0.2224  -0.8403  4.5078  0.101
H  1.0855  1.6491  5.4537  0.100
H  1.9375  -1.6398  -5.4358  0.126
H  0.8562  3.7762  3.8322  0.106
H  3.5649  -0.5312  1.9247  0.044
H  -6.9487  -0.2372  -7.6542  0.187
H  -4.8415  1.3321  -5.1222  0.142
H  3.2157  -4.6654  4.1948  0.117
H  -5.5888  -2.1206  -6.8683  0.142
H  5.5923  -0.2553  4.8905  0.113
H  1.3066  -1.6383  6.5690  0.123
H  -3.3412  3.3735  4.5549  0.100
H  -1.4749  -0.9586  3.1500  0.049
H  2.5378  1.3582  7.4113  0.104
H  4.8132  0.4095  7.1279  0.103
H  2.7904  -3.2382  7.4019  0.119
H  5.1779  -0.7148  2.6202  0.086
H  2.4342  -1.9413  -3.3429  0.153
H  4.6634  0.8442  1.9707  0.088
H  0.6136  2.4769  -1.3215  0.080
H  -5.2491  1.4573  -7.5724  0.140
H  3.4894  3.0683  3.3651  0.107
H  -2.6460  -0.6014  -0.8204  0.142
H  -7.1381  -1.9820  -6.0001  0.141
H  1.3180  1.0367  -0.5808  0.064
H  -5.2451  -2.2384  -4.3791  0.152

Values from the calculation:
**Spin multiplicity**: 2
**⟨S²⟩**: 0.768
**E_LUMO (alpha / beta)**: -3.29 / -3.29 eV
**Electronic energy**: -171749.262 eV
**Net charge**: +1
**HOMO level (alpha / beta)**: -8.87 / -8.30 eV